Entry 1:
{
  "formula": "C31H28BrF6GeN3O3PSn",
  "method": "wB97M-V/def2-TZVPD",
  "total_charge": 1,
  "de_lowest_kcal_mol": 10.1,
  "spin_multiplicity": 1,
  "homo_energy_ev": -9.60,
  "elements": ["Sn", "C", "C", "O", "N", "C", "C", "C", "C", "C", "C", "N", "H", "H", "H", "H", "H", "H", "H", "H", "H", "H", "Br", "C", "C", "C", "C", "C", "N", "C", "O", "O", "H", "H", "H", "F", "P", "F", "F", "F", "F", "F", "C", "Ge", "C", "C", "C", "C", "C", "C", "C", "C", "C", "C", "C", "C", "C", "C", "C", "C", "H", "H", "H", "H", "H", "H", "H", "H", "H", "H", "H", "H", "H", "H", "H"],
  "xyz": [[-8.62006, 4.30753, 21.81656], [-11.77977, 4.84836, 25.42707], [-10.35315, 4.84342, 24.90032], [-10.19200, 4.90418, 23.64330], [-9.34228, 4.65353, 25.80229], [-7.97343, 4.34457, 25.35499], [-7.91367, 2.95809, 24.86736], [-8.21884, 1.83951, 25.66539], [-7.95184, 0.54061, 25.17318], [-7.47687, 0.37189, 23.87796], [-7.36914, 1.53107, 23.07974], [-7.56944, 2.77682, 23.58293], [-12.28832, 3.95867, 25.11577], [-12.42723, 5.66201, 25.00344], [-11.73718, 4.89741, 26.54936], [-9.67045, 4.44692, 26.73961], [-7.77587, 5.03037, 24.54525], [-7.29333, 4.54732, 26.21899], [-8.65906, 1.96806, 26.67607], [-8.09247, -0.31216, 25.82384], [-7.04303, -0.52995, 23.45201], [-6.98879, 1.40665, 22.04330], [-6.39061, 6.88309, 21.81362], [-5.91121, 5.63880, 20.39422], [-4.74247, 6.06604, 19.69914], [-4.33143, 5.41356, 18.54765], [-4.98535, 4.20778, 18.21075], [-6.05264, 3.84472, 19.01029], [-6.50022, 4.45326, 20.19718], [-6.73102, 2.62528, 18.55884], [-6.53488, 2.16189, 17.41252], [-7.59205, 1.97373, 19.34231], [-4.18815, 6.91788, 20.12899], [-3.52321, 5.75508, 17.87766], [-4.75386, 3.56860, 17.34819], [-9.52663, 4.24486, 19.31670], [-11.09086, 4.23332, 19.84534], [-11.39042, 2.91508, 18.93954], [-10.56537, 3.24323, 21.16058], [-10.71426, 5.50237, 20.81151], [-12.61295, 4.13016, 20.47628], [-11.52371, 5.28158, 18.68898], [-9.65716, -0.00326, 19.51657], [-8.24231, 0.62526, 18.30982], [-6.85773, -0.73758, 18.26203], [-6.50138, -1.47043, 19.38286], [-5.43502, -2.31507, 19.30036], [-4.60288, -2.40174, 18.19655], [-4.95836, -1.68486, 17.07681], [-6.06829, -0.84212, 17.10548], [-9.09611, 1.25459, 16.65281], [-9.24258, 2.64884, 16.64515], [-10.13539, 3.22316, 15.70485], [-10.86000, 2.49706, 14.77665], [-10.75387, 1.08442, 14.82307], [-11.53806, 0.31827, 13.88701], [-11.41856, -1.01792, 13.79651], [-10.44976, -1.66916, 14.59237], [-9.68830, -0.99978, 15.53256], [-9.80993, 0.43530, 15.69565], [-10.06550, -0.89973, 19.12431], [-10.48102, 0.72362, 19.63474], [-9.25377, -0.13847, 20.50670], [-7.10470, -1.48907, 20.26158], [-5.19336, -2.96131, 20.15973], [-3.76729, -3.10840, 18.22038], [-4.43366, -1.73511, 16.08789], [-6.30705, -0.22691, 16.18838], [-8.70327, 3.28952, 17.33945], [-10.32533, 4.28304, 15.83697], [-11.47672, 2.96319, 13.98468], [-12.26031, 0.92257, 13.28946], [-12.05927, -1.51872, 13.06801], [-10.31751, -2.72096, 14.35347], [-8.94292, -1.58656, 16.10794]]
}

Entry 2:
{
  "formula": "C31H28BrN3O6SSe2SiTe2V",
  "method": "wB97M-V/def2-TZVPD",
  "total_charge": -2,
  "de_lowest_kcal_mol": 0.0,
  "spin_multiplicity": 2,
  "s2": 1.0837,
  "homo_energy_ev": [-1.52, -1.45],
  "elements": ["V", "Se", "Te", "Te", "Se", "Br", "C", "C", "C", "C", "C", "C", "N", "N", "C", "C", "C", "C", "O", "C", "N", "C", "C", "C", "C", "H", "H", "H", "H", "H", "H", "H", "H", "H", "O", "S", "O", "O", "O", "C", "C", "C", "C", "Si", "O", "C", "C", "C", "C", "C", "C", "C", "C", "C", "C", "C", "C", "H", "H", "H", "H", "H", "H", "H", "H", "H", "H", "H", "H", "H", "H", "H", "H", "H", "H", "H"],
  "xyz": [[-2.94410, -0.03554, 1.32702], [-2.98155, -2.18493, 1.12618], [-2.74825, -4.43188, 0.05603], [-4.35076, -2.33274, -2.40460], [-4.20411, -1.04201, -0.26238], [-1.34587, -2.25403, -8.40640], [-0.56828, -1.00649, -7.19801], [-1.38257, -0.26728, -6.35650], [-0.80900, 0.66708, -5.52145], [0.57925, 0.89404, -5.52986], [1.37517, 0.10573, -6.38107], [0.80828, -0.83859, -7.20455], [1.19037, 1.95602, -4.91896], [0.77217, 2.58573, -3.90880], [-0.02651, 2.12812, -2.92560], [-0.84715, 3.07672, -2.28966], [-1.72291, 2.73155, -1.28987], [-1.80185, 1.40421, -0.85444], [-2.53349, 1.02441, 0.13422], [-1.00623, 0.39203, -1.49414], [-1.21899, -0.88331, -1.13468], [-0.47089, -1.83088, -1.65974], [0.62671, -1.53766, -2.46938], [0.84889, -0.23728, -2.85681], [-0.04351, 0.76759, -2.45501], [-2.44902, -0.43150, -6.33907], [-1.44609, 1.25071, -4.87294], [2.44589, 0.24921, -6.36633], [1.42559, -1.44301, -7.85422], [-0.81564, 4.09583, -2.64876], [-2.35922, 3.47199, -0.82087], [-0.74739, -2.85123, -1.41434], [1.28028, -2.33314, -2.78631], [1.70660, 0.02315, -3.45994], [-4.92465, 1.21279, 4.04102], [-4.03117, 0.89147, 2.97783], [-2.96844, 1.82279, 2.68337], [-4.75439, 0.66356, 1.67147], [-3.40306, -0.46578, 3.13631], [-0.42385, 1.52931, 4.57112], [0.26470, 0.18724, 4.31959], [-0.54035, -0.93335, 4.98005], [1.66549, 0.25315, 4.93085], [0.34471, -0.16408, 2.41740], [-1.08095, -0.30370, 1.74886], [1.27728, 1.26896, 1.57818], [0.55606, 2.35720, 1.10004], [1.16997, 3.40982, 0.44612], [2.54566, 3.41883, 0.30205], [3.29129, 2.36745, 0.81184], [2.65729, 1.30129, 1.42520], [1.24263, -1.83441, 2.12050], [2.58179, -2.06395, 2.42299], [3.18087, -3.28622, 2.16571], [2.44785, -4.32356, 1.60684], [1.10904, -4.13079, 1.31046], [0.53792, -2.89871, 1.56866], [-0.53118, 1.72390, 5.64277], [-1.41932, 1.55387, 4.13091], [0.15240, 2.34518, 4.12900], [-0.65092, -0.77626, 6.05623], [-0.06575, -1.90229, 4.81405], [-1.54204, -0.97783, 4.55015], [1.61439, 0.53741, 5.98546], [2.26919, 0.99667, 4.40831], [2.16445, -0.71181, 4.86321], [-0.51321, 2.38407, 1.25706], [0.57711, 4.22236, 0.04885], [3.03302, 4.24545, -0.19615], [4.37131, 2.37932, 0.72638], [3.25308, 0.48019, 1.79216], [3.17785, -1.28283, 2.87507], [4.22974, -3.43195, 2.40100], [2.92123, -5.27431, 1.40951], [0.49084, -4.91284, 0.87925], [-0.51368, -2.76020, 1.33158]]
}

Entry 3:
{
  "formula": "C31H28ClFIrN6O7Sb",
  "method": "wB97M-V/def2-TZVPD",
  "total_charge": 1,
  "de_lowest_kcal_mol": 71.9,
  "spin_multiplicity": 2,
  "s2": 0.7779,
  "homo_energy_ev": [-10.49, -10.55],
  "elements": ["Ir", "Cl", "C", "C", "C", "C", "O", "C", "C", "N", "C", "C", "C", "C", "C", "C", "C", "C", "N", "C", "C", "H", "H", "H", "H", "H", "H", "H", "H", "H", "H", "O", "N", "N", "O", "C", "C", "C", "C", "C", "C", "H", "H", "H", "H", "H", "F", "C", "C", "N", "C", "C", "O", "O", "C", "O", "N", "C", "O", "H", "H", "H", "H", "C", "Sb", "C", "C", "H", "H", "H", "H", "H", "H", "H", "H", "H"],
  "xyz": [[0.16852, -0.06456, -0.22885], [-3.80741, 5.58432, -1.14057], [-2.82573, 4.37754, -0.39872], [-1.66394, 4.76820, 0.28902], [-0.84222, 3.82693, 0.84873], [-1.11551, 2.44268, 0.73556], [-0.28058, 1.56719, 1.19916], [-2.32651, 2.06623, 0.07321], [-2.67460, 0.70720, -0.10376], [-1.92007, -0.30706, 0.21831], [-2.36008, -1.62192, 0.15284], [-3.68086, -2.01477, 0.23425], [-4.03356, -3.36975, 0.17791], [-3.07941, -4.34110, 0.04153], [-1.71771, -3.97971, -0.01145], [-0.67388, -4.91997, -0.15131], [0.62650, -4.48790, -0.16037], [0.89126, -3.12358, -0.00120], [-0.06393, -2.22428, 0.10960], [-1.36258, -2.61341, 0.07638], [-3.16009, 3.05266, -0.48166], [-1.42570, 5.82067, 0.35822], [0.06116, 4.11747, 1.36761], [-3.62762, 0.52376, -0.59430], [-4.45198, -1.26695, 0.35829], [-5.07914, -3.64023, 0.22408], [-3.35380, -5.38481, -0.02731], [-0.91746, -5.96971, -0.25085], [1.44984, -5.17798, -0.26885], [1.91078, -2.76294, 0.04686], [-4.05865, 2.75267, -1.00606], [2.06011, 0.42378, -1.40920], [1.86891, 1.13178, -2.45730], [0.78862, 1.77645, -2.50201], [-0.04663, 1.79752, -1.50615], [0.45452, 2.49323, -3.69051], [-0.81108, 3.05800, -3.77784], [-1.16235, 3.75406, -4.92146], [-0.25680, 3.88197, -5.96390], [1.00014, 3.29745, -5.87136], [1.36724, 2.60020, -4.73569], [-1.50263, 2.92295, -2.95873], [-2.14628, 4.19518, -4.99805], [-0.53028, 4.43681, -6.85083], [1.69863, 3.38586, -6.69168], [2.33916, 2.13885, -4.64973], [-4.37242, -4.78750, -2.62916], [-3.16451, -4.42982, -3.08383], [-2.94880, -3.18550, -3.53166], [-1.73440, -2.78512, -4.02086], [-1.50532, -1.38524, -4.30682], [-1.42946, -0.62894, -2.92831], [-2.37967, 0.08058, -2.61842], [-0.36873, -0.92386, -2.28625], [-0.64647, -3.65670, -4.06517], [0.44135, -3.33470, -4.47934], [-0.92346, -4.92641, -3.59941], [-2.09887, -5.41866, -3.03323], [-2.15058, -6.52245, -2.53965], [-3.73439, -2.44184, -3.50991], [-2.33008, -0.96076, -4.87401], [-0.55400, -1.28588, -4.82118], [-0.14686, -5.57272, -3.63470], [2.70366, 2.09439, 2.40728], [2.39039, 0.20726, 1.45400], [4.43400, -0.33893, 1.08350], [1.96993, -0.98188, 3.18872], [3.44021, 1.94813, 3.19476], [1.75957, 2.42951, 2.82684], [3.06920, 2.81818, 1.68321], [4.98904, -0.14780, 1.99934], [4.82890, 0.26762, 0.27293], [4.50907, -1.38984, 0.81709], [2.77998, -0.86830, 3.90565], [1.86958, -2.02809, 2.90868], [1.03682, -0.63170, 3.62397]]
}

Number 1: total energy -201198.76045 eV. Number 2: total energy -309080.36452 eV. Number 3: total energy -80481.24822 eV.